# 1
{
  "formula": "C2H11NO3",
  "method": "ωB97M-V with the def2-TZVPD basis set",
  "species": ["C", "N", "C", "O", "H", "H", "H", "H", "H", "H", "H", "H", "H", "O", "H", "H", "O"],
  "coordinates": [[1.226, -0.938, 0.285], [0.973, -0.589, -1.167], [0.189, 0.647, -1.398], [-1.156, -1.661, -1.351], [0.218, -1.082, 0.714], [1.630, -0.042, 0.781], [1.793, -1.855, 0.506], [0.289, -1.344, -1.399], [0.638, 1.403, -0.722], [0.274, 1.029, -2.431], [-0.857, 0.527, -1.083], [-0.585, 1.169, 1.594], [-2.238, 1.480, 1.433], [-1.399, 1.113, 1.049], [-1.676, -2.462, -1.326], [0.535, 1.840, 2.738], [0.639, 1.199, 2.057]],
  "forces_ev_per_a": [[0.27, 1.64, -1.43], [-1.68, 0.99, 3.17], [3.80, 0.34, 0.79], [0.32, 1.58, 0.04], [-0.10, 0.45, 0.11], [-0.10, -0.22, 0.26], [-0.09, 0.29, -0.90], [-1.17, -2.47, -2.05], [-0.59, -0.16, -0.18], [-0.30, -0.78, 0.23], [-0.74, -0.55, 0.47], [1.86, 0.24, 1.12], [1.50, -0.57, -0.35], [-4.56, 0.06, -1.98], [0.26, -0.90, -0.04], [0.26, 0.98, 1.06], [1.06, -0.91, -0.34]],
  "mulliken_charge": [-0.59, -0.22, -0.53, -0.63, 0.33, 0.22, 0.33, 0.48, 0.35, 0.28, 0.24, 0.41, 0.24, -0.59, 0.23, 0.22, -0.76],
  "e_above_lowest_ev": 8.942
}



# 2
{
  "formula": "C5H8O2",
  "method": "ωB97M-V with the def2-TZVPD basis set",
  "species": ["C", "C", "C", "O", "C", "C", "O", "H", "H", "H", "H", "H", "H", "H", "H"],
  "coordinates": [[1.595, -0.598, 0.191], [0.415, 0.311, 0.513], [0.153, 1.344, -0.571], [-0.330, 0.965, -1.638], [-1.810, 0.750, 0.124], [-0.975, -0.413, 0.530], [-1.030, -1.598, -0.227], [2.528, -0.024, 0.160], [1.458, -1.089, -0.776], [1.693, -1.378, 0.952], [0.554, 0.826, 1.469], [0.435, 2.401, -0.428], [-2.493, 0.504, -0.708], [-1.235, -0.681, 1.563], [-0.955, -1.320, -1.153]],
  "forces_ev_per_a": [[0.07, -0.04, -0.02], [0.08, 0.05, 0.00], [-0.07, -0.05, -0.14], [0.07, 0.11, 0.31], [0.08, -0.31, -0.07], [-0.11, 0.27, 0.15], [-0.04, 0.03, -0.22], [-0.13, -0.07, 0.01], [0.02, 0.09, 0.15], [-0.02, 0.11, -0.10], [-0.04, -0.08, -0.15], [-0.03, -0.11, -0.01], [0.10, 0.07, 0.09], [0.03, 0.07, -0.11], [-0.02, -0.13, 0.12]],
  "mulliken_charge": [-1.31, 0.40, -0.18, -0.48, -0.49, -0.27, -0.58, 0.39, 0.28, 0.35, 0.36, 0.37, 0.23, 0.50, 0.42],
  "e_above_lowest_ev": 4.698
}



What did the second record say?
{
  "formula": "C5H8O2",
  "method": "ωB97M-V with the def2-TZVPD basis set",
  "species": ["C", "C", "C", "O", "C", "C", "O", "H", "H", "H", "H", "H", "H", "H", "H"],
  "coordinates": [[1.595, -0.598, 0.191], [0.415, 0.311, 0.513], [0.153, 1.344, -0.571], [-0.330, 0.965, -1.638], [-1.810, 0.750, 0.124], [-0.975, -0.413, 0.530], [-1.030, -1.598, -0.227], [2.528, -0.024, 0.160], [1.458, -1.089, -0.776], [1.693, -1.378, 0.952], [0.554, 0.826, 1.469], [0.435, 2.401, -0.428], [-2.493, 0.504, -0.708], [-1.235, -0.681, 1.563], [-0.955, -1.320, -1.153]],
  "forces_ev_per_a": [[0.07, -0.04, -0.02], [0.08, 0.05, 0.00], [-0.07, -0.05, -0.14], [0.07, 0.11, 0.31], [0.08, -0.31, -0.07], [-0.11, 0.27, 0.15], [-0.04, 0.03, -0.22], [-0.13, -0.07, 0.01], [0.02, 0.09, 0.15], [-0.02, 0.11, -0.10], [-0.04, -0.08, -0.15], [-0.03, -0.11, -0.01], [0.10, 0.07, 0.09], [0.03, 0.07, -0.11], [-0.02, -0.13, 0.12]],
  "mulliken_charge": [-1.31, 0.40, -0.18, -0.48, -0.49, -0.27, -0.58, 0.39, 0.28, 0.35, 0.36, 0.37, 0.23, 0.50, 0.42],
  "e_above_lowest_ev": 4.698
}